Entry 1:
A 2-piece molecular cluster, C5H10NO overall. Source: the Open Molecules 2025 dataset; level of theory: ωB97M-V/def2-TZVPD.

Element x y z (Å)
O 1.25112 0.15746 1.99569
C 0.14527 0.54810 2.23775
C -0.68312 1.45570 1.16551
C -0.71709 0.81703 -0.29399
C 0.15825 -0.34191 -0.56319
C -0.41506 -1.52788 -1.13204
N 1.53108 -0.18219 -0.68859
H -0.12382 0.48194 3.29956
H -0.01817 2.32979 1.23140
H -1.67896 1.53178 1.61718
H -1.81074 0.65216 -0.46775
H -0.56953 1.51017 -1.10424
H -0.67481 -2.38126 -0.57516
H -0.54127 -1.51181 -2.24086
H 0.32582 -3.14480 -2.94861
H 2.04290 0.32256 0.03886
H 1.77814 -0.71684 -1.57151

For the HOMO-LUMO gap, the calculation gives 6.4 eV. As for the HOMO energy: -13.02 eV. As for the spin multiplicity: 1. The net charge is +1. The relative energy (zero: lowest compared OMol25 entry of this formula, charge and spin) comes out at 202.41 kcal/mol. The calculation puts the total energy at -8869.803 eV. As for the lowest unoccupied orbital energy: -6.657 eV.

Here is what natural (NBO) gives for the atomic charges, in e: atom 1 (O): -0.54, atom 2 (C): 0.44, atom 3 (C): -0.49, atom 4 (C): -0.53, atom 5 (C): 0.46, atom 6 (C): -0.42, atom 7 (N): -0.69, atom 8 (H): 0.17, atom 9 (H): 0.26, atom 10 (H): 0.25, atom 11 (H): 0.28, atom 12 (H): 0.30, atom 13 (H): 0.27, atom 14 (H): 0.29, atom 15 (H): 0.01, atom 16 (H): 0.48, atom 17 (H): 0.45


Entry 2:
An isolated ion of composition C5H10NO and charge +1. Source: the Open Molecules 2025 dataset; level of theory: ωB97M-V/def2-TZVPD.

Element x y z (Å)
N -1.97121 -0.57600 0.87172
C -1.78575 0.20041 -0.39566
C -0.75008 0.08539 -1.26016
C 0.41663 1.02180 -0.97019
C 1.68361 0.21631 -0.72505
C 1.72399 -0.24955 0.68601
O 0.79315 -0.43563 1.44488
H -2.32034 -1.52436 0.66756
H -2.56080 -0.13553 1.57447
H -0.98291 -0.72813 1.24236
H -2.37808 1.11361 -0.21743
H -0.62258 -0.64384 -2.06086
H 0.05836 1.70323 -0.18392
H 0.56643 1.73629 -1.78444
H 2.59394 0.70537 -1.07528
H 1.58034 -0.74536 -1.26783
H 2.74446 -0.39563 1.07030

For the HOMO-LUMO gap, the calculation gives 7.7 eV. As for the HOMO energy: -12.83 eV. As for the structure (SMILES): [NH3+]/C=C/CCC=O. As for the spin multiplicity: 1. The net charge is +1. The relative energy (zero: lowest compared OMol25 entry of this formula, charge and spin) comes out at 100.90 kcal/mol. The calculation puts the total energy at -8874.205 eV. As for the lowest unoccupied orbital energy: -5.167 eV.

Here is what natural (NBO) gives for the atomic charges, in e: atom 1 (N): -0.73, atom 2 (C): -0.05, atom 3 (C): -0.14, atom 4 (C): -0.45, atom 5 (C): -0.52, atom 6 (C): 0.50, atom 7 (O): -0.59, atom 8 (H): 0.44, atom 9 (H): 0.45, atom 10 (H): 0.49, atom 11 (H): 0.20, atom 12 (H): 0.24, atom 13 (H): 0.23, atom 14 (H): 0.25, atom 15 (H): 0.27, atom 16 (H): 0.26, atom 17 (H): 0.15


Entry 3:
A 2-piece molecular cluster, C5H10NO overall. Source: the Open Molecules 2025 dataset; level of theory: ωB97M-V/def2-TZVPD.

Element x y z (Å)
C -0.80025 -0.92433 -1.47897
C -2.04570 1.65654 0.35581
C 1.93270 -1.71688 -0.33993
C 1.26951 0.32926 0.17377
C -1.52642 0.29706 0.55062
N -1.15733 -0.40957 -0.47339
O 1.37252 -0.47263 -0.76402
H -1.36269 -1.49582 -2.23220
H -2.22088 1.74082 -0.71716
H -1.27191 2.33767 0.63181
H -2.94645 2.01632 0.93799
H 1.48465 -1.93101 0.54077
H 2.95275 -1.58193 -0.00094
H 1.73461 -2.58876 -1.10597
H 1.00664 1.32608 0.06951
H 1.51764 0.11184 1.19652
H -1.57324 -0.04431 1.58448

For the HOMO-LUMO gap (alpha / beta), the calculation gives 7.6 / 7.6 eV. As for the HOMO energy (alpha / beta): -12.48 / -12.47 eV. As for the spin multiplicity: 1. The net charge is +1. The relative energy (zero: lowest compared OMol25 entry of this formula, charge and spin) comes out at 143.15 kcal/mol. The calculation puts the total energy at -8872.373 eV. As for the lowest unoccupied orbital energy (alpha / beta): -4.920 / -4.923 eV.

Here is what natural (NBO) gives for the atomic charges, in e: atom 1 (C): 0.11, atom 2 (C): -0.67, atom 3 (C): -0.28, atom 4 (C): 0.21, atom 5 (C): -0.01, atom 6 (N): -0.31, atom 7 (O): -0.33, atom 8 (H): 0.25, atom 9 (H): 0.23, atom 10 (H): 0.23, atom 11 (H): 0.27, atom 12 (H): 0.19, atom 13 (H): 0.23, atom 14 (H): 0.25, atom 15 (H): 0.20, atom 16 (H): 0.18, atom 17 (H): 0.24


Entry 4:
An isolated ion of composition C5H10NO and charge +2. Source: the Open Molecules 2025 dataset; level of theory: ωB97M-V/def2-TZVPD.

Element x y z (Å)
O 2.81064 -0.84976 -0.77151
C 1.60703 -0.66045 -1.06482
C 0.77284 0.37234 -0.23178
C -0.46700 -0.28980 0.58437
C -1.66590 -0.85012 -0.19596
C -2.81866 -0.06787 -0.45990
N 1.66807 1.01951 0.96568
H 1.04011 -1.29226 -1.94366
H 0.52580 1.22772 -0.93798
H 0.02185 -1.10719 1.12134
H -0.98336 0.47090 1.07875
H -1.79483 -2.01929 -0.42346
H -2.68356 0.93921 -0.24968
H -3.63510 -0.49049 -1.10170
H 2.67564 1.07952 0.65609
H 1.36360 2.02991 1.12578
H 1.56283 0.48813 1.84843

For the HOMO-LUMO gap (alpha / beta), the calculation gives 9.2 / 5.5 eV. As for the HOMO energy (alpha / beta): -18.86 / -18.80 eV. As for the spin multiplicity: 2. The net charge is +2. The relative energy (zero: lowest compared OMol25 entry of this formula, charge and spin) comes out at 31.13 kcal/mol. The calculation puts the total energy at -8861.865 eV. As for the lowest unoccupied orbital energy (alpha / beta): -9.699 / -13.281 eV.

Here is what natural (NBO) gives for the atomic charges, in e: atom 1 (O): -0.42, atom 2 (C): 0.36, atom 3 (C): -0.10, atom 4 (C): -0.52, atom 5 (C): 0.12, atom 6 (C): 0.01, atom 7 (N): -0.72, atom 8 (H): 0.22, atom 9 (H): 0.28, atom 10 (H): 0.29, atom 11 (H): 0.27, atom 12 (H): 0.29, atom 13 (H): 0.21, atom 14 (H): 0.28, atom 15 (H): 0.49, atom 16 (H): 0.47, atom 17 (H): 0.46


Entry 5:
An isolated ion of composition C5H10NO2 and charge -1. Source: the Open Molecules 2025 dataset; level of theory: ωB97M-V/def2-TZVPD.

Element x y z (Å)
C -1.30130 -0.69231 1.33458
C 0.01491 -0.63387 0.44157
C 0.36964 0.88826 0.34778
C 1.51028 1.36228 1.26998
O 1.34462 2.40860 1.85716
N -0.30405 -1.20518 -0.89611
C -0.22282 -0.23535 -2.37099
O 1.02127 -0.36091 -2.75931
H -1.02841 -0.84170 2.39801
H -1.72577 0.29583 1.21574
H -1.95678 -1.50223 1.07011
H 0.76307 -1.01405 1.11154
H -0.53904 1.45459 0.49665
H 0.59830 1.19615 -0.66170
H 2.45252 0.80539 1.26737
H 0.37315 -1.90146 -1.16971
H -0.48703 0.73704 -1.87137
H -0.88254 -0.76106 -3.08130

For the HOMO-LUMO gap, the calculation gives 6.5 eV. As for the HOMO energy: -2.70 eV. As for the structure (SMILES): C[C@H](CC=O)NC[O-]. As for the spin multiplicity: 1. The net charge is -1. The relative energy (zero: lowest compared OMol25 entry of this formula, charge and spin) comes out at 95.88 kcal/mol. The calculation puts the total energy at -10930.107 eV. As for the lowest unoccupied orbital energy: 3.780 eV.

Here is what natural (NBO) gives for the atomic charges, in e: atom 1 (C): -0.61, atom 2 (C): -0.04, atom 3 (C): -0.54, atom 4 (C): 0.45, atom 5 (O): -0.57, atom 6 (N): -0.80, atom 7 (C): 0.17, atom 8 (O): -0.90, atom 9 (H): 0.17, atom 10 (H): 0.19, atom 11 (H): 0.21, atom 12 (H): 0.16, atom 13 (H): 0.20, atom 14 (H): 0.26, atom 15 (H): 0.11, atom 16 (H): 0.35, atom 17 (H): 0.07, atom 18 (H): 0.11


Entry 6:
C5H10NO2 as an isolated structure. Source: the Open Molecules 2025 dataset; level of theory: ωB97M-V/def2-TZVPD.

Element x y z (Å)
O -1.26203 -2.33215 -1.55231
C -1.34544 -1.36104 -2.33259
O -0.47448 -0.71503 -2.95358
C 0.74960 0.70753 1.91032
C 0.51435 0.62408 0.40050
C -0.99217 0.81545 0.24177
C 1.07293 -0.70582 -0.09615
N 0.97421 1.76361 2.59944
H -2.39600 -0.98378 -2.48182
H 1.08721 1.43482 -0.05929
H -1.53061 0.11560 0.88839
H -1.34188 0.68893 -0.76667
H -1.22586 1.82239 0.59853
H 0.94956 -0.83517 -1.17537
H 2.12851 -0.78077 0.18940
H 0.52805 -1.54771 0.34068
H 1.79353 1.59314 1.87658
H 0.77051 -0.30407 2.37217

For the HOMO-LUMO gap, the calculation gives 8.1 eV. As for the HOMO energy: -4.22 eV. As for the spin multiplicity: 1. The net charge is -1. The relative energy (zero: lowest compared OMol25 entry of this formula, charge and spin) comes out at 80.74 kcal/mol. The calculation puts the total energy at -10930.763 eV. As for the lowest unoccupied orbital energy: 3.877 eV.

Here is what natural (NBO) gives for the atomic charges, in e: atom 1 (O): -0.79, atom 2 (C): 0.62, atom 3 (O): -0.80, atom 4 (C): 0.19, atom 5 (C): -0.30, atom 6 (C): -0.60, atom 7 (C): -0.64, atom 8 (N): -0.71, atom 9 (H): -0.02, atom 10 (H): 0.19, atom 11 (H): 0.21, atom 12 (H): 0.25, atom 13 (H): 0.20, atom 14 (H): 0.28, atom 15 (H): 0.17, atom 16 (H): 0.22, atom 17 (H): 0.38, atom 18 (H): 0.13